Here is a cluster of 8 separate species, C28H75N3O11 in total in a non-equilibrium geometry from the OMol25 dataset. Energies are from ωB97M-V/def2-TZVPD.

XYZ file:
```
117
Properties=species:S:1:pos:R:3:forces:R:3
C 12.2740 18.4781 -36.7345 0.5 -0.2 -0.4
O 13.0636 19.5979 -37.0959 -0.1 -0.4 0.0
C 12.8918 20.7049 -36.2476 0.0 0.2 0.6
C 11.8189 21.6237 -36.7822 0.2 -0.3 -1.1
N 11.7985 22.8791 -36.0810 -0.2 0.2 0.7
C 10.5573 23.6231 -36.0949 -0.7 0.0 -0.6
C 9.5649 23.2113 -35.0118 0.8 0.2 0.2
O 9.0020 21.9613 -35.3337 -0.4 -0.3 0.6
C 7.6267 21.9660 -35.6632 0.0 0.1 -0.5
H 12.0602 17.9326 -37.6556 -0.2 0.1 0.1
H 11.3551 18.7690 -36.2255 -0.1 0.0 -0.1
H 12.8484 17.7876 -36.1053 -0.1 0.2 0.2
H 13.8423 21.2438 -36.2006 0.0 0.0 0.0
H 12.6411 20.4011 -35.2228 0.1 -0.1 0.0
H 10.8464 21.1338 -36.7498 -0.1 0.1 0.4
H 12.0344 21.7018 -37.8634 -0.1 0.3 0.1
H 12.5879 23.4708 -36.2864 0.0 -0.1 -0.2
H 10.0047 23.4614 -37.0398 0.2 0.2 -0.1
H 10.7553 24.6965 -36.0438 0.2 -0.1 0.2
H 8.8027 23.9850 -34.8705 -0.1 -0.1 -0.2
H 10.1053 23.1288 -34.0597 -0.1 -0.1 -0.1
H 7.5342 21.9200 -36.7519 -0.2 0.0 0.0
H 7.1099 22.8665 -35.3219 0.1 0.0 0.1
H 7.1124 21.1046 -35.2359 0.2 -0.1 0.1
C 4.1496 27.6963 -37.0749 0.1 -0.9 -0.3
O 4.0281 28.2235 -38.3740 0.0 0.4 0.2
C 4.9296 27.6197 -39.2643 0.2 -0.4 -0.2
C 4.9163 28.3018 -40.5971 -0.4 0.4 -0.9
N 3.7417 27.9929 -41.4187 0.3 -0.7 0.3
C 2.4439 28.2943 -40.8709 -0.4 0.1 0.0
C 2.0871 29.7703 -40.8240 -0.5 -0.2 -0.2
O 2.5044 30.3723 -42.0358 0.2 -0.1 0.2
C 2.3321 31.7558 -42.0221 -0.5 0.8 -0.1
H 5.2045 27.6520 -36.7744 -0.1 0.3 0.2
H 3.8066 26.6470 -37.0532 -0.1 0.2 0.0
H 3.5333 28.2877 -36.4081 0.1 0.1 0.1
H 4.6876 26.5554 -39.4218 0.0 0.1 0.2
H 5.9508 27.6574 -38.8591 -0.1 0.1 0.1
H 5.7581 27.9148 -41.1778 0.2 0.1 0.2
H 5.0432 29.3888 -40.4914 0.2 0.0 0.3
H 3.8536 28.4204 -42.3263 -0.1 0.1 0.0
H 2.3493 27.9141 -39.8564 0.1 -0.1 0.0
H 1.6688 27.7868 -41.4536 0.2 0.0 -0.2
H 2.5156 30.2654 -39.9467 0.1 0.1 -0.1
H 0.9877 29.8203 -40.7714 0.1 0.3 0.3
H 2.5660 32.1568 -43.0083 0.2 -0.1 0.0
H 2.9526 32.2637 -41.2717 0.1 -0.2 0.0
H 1.2891 32.0513 -41.8164 0.1 -0.2 0.0
C 10.3150 27.4865 -36.9755 0.8 -0.6 -0.7
O 11.7163 27.5162 -37.2576 -0.2 0.0 0.4
C 12.3652 28.6865 -36.8172 0.7 0.3 -0.2
C 12.3292 28.9468 -35.3184 -0.3 -0.6 0.3
N 11.1114 29.5882 -34.8257 0.3 0.1 0.2
C 11.0242 30.9839 -35.1855 -0.1 0.6 -0.8
C 9.9515 31.6974 -34.4020 -0.1 0.4 0.4
O 10.1821 31.5646 -32.9986 0.0 -0.1 -0.3
C 9.1979 30.8299 -32.3118 0.1 -0.3 0.2
H 10.1365 27.5298 -35.9043 -0.3 0.4 -0.1
H 9.9862 26.5136 -37.3463 -0.1 0.1 0.0
H 9.8462 28.2658 -37.5816 -0.4 0.2 0.5
H 12.0648 29.5660 -37.4080 -0.3 -0.1 0.2
H 13.4197 28.5457 -37.0754 -0.1 -0.1 0.0
H 13.2425 29.4778 -35.0107 -0.1 0.2 -0.2
H 12.3940 27.9645 -34.8336 0.0 0.0 -0.1
H 11.1226 29.5459 -33.8117 0.0 0.0 0.0
H 10.7523 31.0834 -36.2448 0.0 -0.1 0.1
H 11.9690 31.5505 -35.1046 0.1 -0.3 0.3
H 8.9553 31.3359 -34.6771 0.0 -0.1 0.1
H 9.9803 32.7694 -34.6136 0.0 0.0 -0.2
H 9.6195 30.5592 -31.3425 -0.1 0.1 0.0
H 8.9531 29.8995 -32.8372 -0.1 0.1 0.0
H 8.2839 31.4087 -32.1443 0.0 0.0 -0.1
C 11.6087 24.8988 -39.5906 -0.1 -0.1 0.1
C 11.0914 23.9619 -40.6572 -0.6 0.4 -0.2
O 10.1241 23.1109 -40.0524 0.2 -0.3 0.2
H 10.7759 25.4057 -39.0972 0.0 -0.1 -0.1
H 12.2501 25.6746 -40.0073 0.1 -0.1 0.0
H 12.1356 24.3263 -38.8255 0.1 0.1 0.0
H 11.9034 23.4141 -41.1415 0.0 -0.2 0.1
H 10.5744 24.5468 -41.4330 0.2 0.0 -0.1
H 9.9956 22.3034 -40.5698 0.1 0.1 -0.2
C 4.7754 24.8021 -34.3405 0.0 -0.4 -0.1
C 3.5405 24.3493 -35.1121 -0.3 0.5 0.3
O 3.8158 23.3546 -36.0646 -0.2 -0.2 0.0
H 4.5686 25.7397 -33.8232 0.2 0.0 0.0
H 5.6243 24.9070 -35.0203 -0.1 0.3 0.0
H 5.0675 24.0458 -33.6093 0.0 0.0 0.0
H 3.0521 25.2192 -35.5772 0.1 -0.1 -0.1
H 2.7985 23.9617 -34.4099 0.1 -0.2 -0.1
H 4.3902 23.7528 -36.7276 0.4 -0.1 -0.1
C 3.3947 24.5398 -41.6508 0.5 0.3 -1.0
C 3.5038 23.5785 -40.4951 -0.2 0.0 -0.4
O 4.7347 22.8369 -40.5608 -0.3 0.3 0.2
H 3.3927 24.0068 -42.6138 -0.1 -0.2 0.2
H 4.2587 25.2077 -41.7199 -0.1 0.0 0.3
H 2.5129 25.1788 -41.6712 -0.1 -0.1 0.4
H 2.6562 22.8886 -40.5384 0.0 0.0 0.3
H 3.5032 24.1153 -39.5482 -0.1 -0.1 0.1
H 4.8167 22.5478 -41.4742 0.2 -0.1 0.0
C 7.4943 25.0724 -39.6192 0.1 0.2 0.7
C 7.2651 24.2530 -38.3552 -0.7 -0.3 -0.7
O 5.8668 24.1449 -38.0302 -0.2 0.4 0.1
H 8.5391 24.9506 -39.9087 -0.2 0.0 -0.3
H 7.3198 26.1210 -39.3769 0.0 0.1 -0.2
H 6.8057 24.7771 -40.4101 0.2 -0.1 -0.1
H 7.7794 24.7192 -37.5180 -0.1 -0.2 0.2
H 7.5919 23.2292 -38.4981 0.6 0.1 0.1
H 5.4417 23.6923 -38.7738 0.2 0.0 0.0
C 7.5022 20.8548 -39.8862 -0.3 0.1 0.3
C 8.6845 20.0066 -40.3047 -0.8 -0.1 -0.3
O 9.3623 20.6529 -41.3909 0.3 -0.2 0.2
H 6.6971 20.8571 -40.6217 0.1 -0.1 -0.1
H 7.8212 21.8850 -39.7484 0.1 0.0 -0.1
H 7.0608 20.5298 -38.9400 0.1 -0.1 0.0
H 8.3352 19.0268 -40.6435 0.1 -0.1 0.1
H 9.3626 19.8465 -39.4683 0.3 0.2 -0.1
H 9.0850 20.2389 -42.2104 0.1 0.1 0.0
```
Positions in Å, forces in eV/Å.

Summary:
SMILES: COCCNCCOC.COCCNCCOC.COCCNCCOC.CCO.CCO.CCO.CCO.CCO
Charge: 0
Energy (Eh): -2103.52082
Relative energy (zero: lowest compared OMol25 entry of this formula, charge and spin) (eV): 0.438